One molecule with the formula C5H9N. Source: the OMol25 dataset; level of theory: wB97M-V/def2-TZVPD.

The relative energy (zero: lowest compared OMol25 entry of this formula, charge and spin) is 49.6 kcal per mole. The lowest unoccupied orbital energy comes out at 1.328 eV. The structure (SMILES) is C1CC1N1CC1.

```
! wB97M-V def2-TZVPD RIJCOSX def2/J DEFGRID3
* xyz 0 1
C -1.502 0.973 0.204
C -1.890 -0.438 -0.158
C -0.514 -0.138 0.349
N 0.565 -0.169 -0.602
C 1.733 -0.935 -0.215
C 1.769 0.545 -0.212
H -1.339 1.679 -0.605
H -1.929 1.397 1.105
H -2.587 -0.977 0.477
H -1.977 -0.670 -1.213
H -0.288 -0.462 1.370
H 1.705 -1.431 0.755
H 2.223 -1.489 -1.008
H 2.274 1.086 -1.008
H 1.757 1.031 0.761
*
```

---

One molecule with the formula C5H9N. Source: the OMol25 dataset; level of theory: wB97M-V/def2-TZVPD.

The relative energy (zero: lowest compared OMol25 entry of this formula, charge and spin) is 117.5 kcal per mole. The lowest unoccupied orbital energy comes out at 1.018 eV. The structure (SMILES) is C#CCCCN.

```
! wB97M-V def2-TZVPD RIJCOSX def2/J DEFGRID3
* xyz 0 1
C -1.152 -1.564 -0.907
C -0.460 -1.383 0.139
C 0.193 -0.677 1.042
C -0.247 0.794 1.037
C -0.180 1.177 -0.497
N 1.377 0.934 -0.665
H -1.441 -1.704 -1.947
H 0.273 -1.066 2.056
H 1.289 -0.442 0.706
H -1.197 0.651 1.746
H 0.632 1.305 1.362
H -0.865 0.818 -1.140
H -0.277 2.336 -0.595
H 1.368 1.477 -1.589
H 1.659 0.006 -0.831
*
```

---

One molecule with the formula C5H9N. Source: the OMol25 dataset; level of theory: wB97M-V/def2-TZVPD.

The relative energy (zero: lowest compared OMol25 entry of this formula, charge and spin) is 98.3 kcal per mole. The lowest unoccupied orbital energy comes out at 1.064 eV. The structure (SMILES) is C1C[C@@H]2N[C@@H]2C1.

```
! wB97M-V def2-TZVPD RIJCOSX def2/J DEFGRID3
* xyz 0 1
C -0.602 -0.834 0.735
C 1.031 -0.130 0.872
C 1.095 0.598 -0.341
N 0.098 1.691 -0.261
C -0.141 0.443 -1.044
C -1.105 -0.612 -0.722
H -0.837 -1.863 0.778
H -0.995 -0.176 1.472
H 1.895 -0.965 0.920
H 1.323 0.466 1.875
H 1.922 0.969 -0.737
H -0.337 1.814 0.617
H -0.088 0.314 -2.197
H -2.216 -0.127 -0.805
H -1.044 -1.586 -1.162
*
```

---

C5H9N as an isolated structure. Source: the OMol25 dataset; level of theory: wB97M-V/def2-TZVPD.

The relative energy (zero: lowest compared OMol25 entry of this formula, charge and spin) is 81.4 kcal per mole. The lowest unoccupied orbital energy comes out at 1.021 eV.

```
! wB97M-V def2-TZVPD RIJCOSX def2/J DEFGRID3
* xyz 0 1
C -0.020 -0.158 -0.389
C 0.537 1.127 0.359
C 0.182 2.389 -0.060
C -0.286 -1.213 0.672
C -1.504 -1.678 0.768
H 1.576 -1.666 -0.861
H 1.779 0.159 -1.772
H -0.935 0.028 -0.949
H 1.320 0.911 1.051
H 0.478 3.298 0.488
H -0.522 2.669 -0.863
H 0.473 -1.393 1.440
H -1.859 -2.333 1.645
H -2.241 -1.482 -0.117
N 1.023 -0.657 -1.413
*
```

---

One molecule with the formula C5H9N. Source: the OMol25 dataset; level of theory: wB97M-V/def2-TZVPD.

The relative energy (zero: lowest compared OMol25 entry of this formula, charge and spin) is 54.6 kcal per mole. The lowest unoccupied orbital energy comes out at 0.680 eV. The structure (SMILES) is C=C(N)/C=C/C.

```
! wB97M-V def2-TZVPD RIJCOSX def2/J DEFGRID3
* xyz 0 1
C -1.620 -0.327 -1.181
C -0.940 -0.807 -0.098
N -1.573 -1.809 0.678
C 0.175 -0.089 0.559
C 0.877 0.880 -0.032
C 2.313 1.352 0.186
H -2.332 -1.050 -1.542
H -1.290 0.427 -1.892
H -2.069 -1.454 1.483
H -2.188 -2.395 0.140
H 0.329 -0.485 1.573
H 0.266 1.611 -0.579
H 2.708 0.623 0.903
H 2.789 1.188 -0.772
H 2.555 2.335 0.573
*
```

---

One molecule with the formula C5H9N. Source: the OMol25 dataset; level of theory: wB97M-V/def2-TZVPD.

The relative energy (zero: lowest compared OMol25 entry of this formula, charge and spin) is 48.4 kcal per mole. The lowest unoccupied orbital energy comes out at 1.005 eV. The structure (SMILES) is C=C=NCCC.

```
! wB97M-V def2-TZVPD RIJCOSX def2/J DEFGRID3
* xyz 0 1
C 3.116 0.236 -0.166
C 2.117 -0.402 -0.726
N 0.995 -0.767 -1.074
C 0.085 0.227 -0.384
C -1.439 0.167 -0.440
C -2.085 -0.540 0.752
H 3.452 -0.056 0.823
H 3.521 1.131 -0.626
H 0.380 0.194 0.669
H 0.396 1.189 -0.792
H -1.744 1.223 -0.397
H -1.812 -0.209 -1.398
H -1.682 -0.145 1.695
H -3.167 -0.369 0.770
H -1.911 -1.620 0.743
*
```

---

One molecule with the formula C5H9N. Source: the OMol25 dataset; level of theory: wB97M-V/def2-TZVPD.

The relative energy (zero: lowest compared OMol25 entry of this formula, charge and spin) is 126.2 kcal per mole. The lowest unoccupied orbital energy (alpha / beta) comes out at 0.587 / 0.592 eV.

```
! wB97M-V def2-TZVPD RIJCOSX def2/J DEFGRID3
* xyz 0 1
C -1.844 -0.076 0.086
C -3.148 -0.047 0.461
C 0.916 0.003 -0.106
C 1.770 1.119 0.056
C 1.104 -1.374 -0.624
N -0.580 0.309 0.221
H -3.966 -0.070 -0.198
H -3.349 -0.320 1.513
H 1.502 2.037 -0.552
H 2.826 0.912 -0.172
H 1.666 1.454 1.072
H 0.118 -1.762 -0.742
H 1.796 -2.126 -0.026
H 1.696 -1.346 -1.596
H -0.506 1.287 0.608
*
```

---

One molecule with the formula C5H9N. Source: the OMol25 dataset; level of theory: wB97M-V/def2-TZVPD.

The relative energy (zero: lowest compared OMol25 entry of this formula, charge and spin) is 42.3 kcal per mole. The lowest unoccupied orbital energy comes out at 1.106 eV. The structure (SMILES) is C=N/C=C/CC.

```
! wB97M-V def2-TZVPD RIJCOSX def2/J DEFGRID3
* xyz 0 1
C 2.977 -0.177 -0.241
N 2.089 -1.058 -0.350
C 0.774 -0.683 -0.654
C -0.253 -0.903 0.170
C -1.586 -0.294 -0.052
C -1.784 1.086 0.609
H 3.975 -0.211 0.186
H 2.796 0.852 -0.578
H 0.576 -0.169 -1.602
H 0.036 -1.490 1.036
H -1.801 -0.224 -1.121
H -2.293 -1.063 0.288
H -2.569 1.099 1.366
H -2.066 1.806 -0.154
H -0.871 1.430 1.096
*
```

---

One molecule with the formula C5H9N. Source: the OMol25 dataset; level of theory: wB97M-V/def2-TZVPD.

The relative energy (zero: lowest compared OMol25 entry of this formula, charge and spin) is 47.4 kcal per mole. The lowest unoccupied orbital energy comes out at 1.134 eV. The structure (SMILES) is C=C/C=C/CN.

```
! wB97M-V def2-TZVPD RIJCOSX def2/J DEFGRID3
* xyz 0 1
C 2.711 0.278 0.448
C 1.950 -0.610 -0.271
C 0.481 -0.696 -0.242
C -0.265 0.461 -0.345
C -1.764 0.548 -0.277
N -2.374 -0.659 0.320
H 2.348 1.010 1.219
H 3.809 0.340 0.153
H 2.480 -1.268 -1.136
H -0.039 -1.654 -0.208
H 0.211 1.455 -0.505
H -2.192 0.639 -1.260
H -1.977 1.506 0.298
H -3.434 -0.631 0.533
H -1.946 -0.718 1.274
*
```

---

One molecule with the formula C5H9N. Source: the OMol25 dataset; level of theory: wB97M-V/def2-TZVPD.

The relative energy (zero: lowest compared OMol25 entry of this formula, charge and spin) is 18.6 kcal per mole. The lowest unoccupied orbital energy comes out at 1.035 eV. The structure (SMILES) is C=C/C=C(\C)N.

```
! wB97M-V def2-TZVPD RIJCOSX def2/J DEFGRID3
* xyz 0 1
C -2.758 0.300 -0.028
C -1.516 -0.184 -0.040
C -0.338 0.637 -0.021
C 0.930 0.183 -0.020
C 1.294 -1.274 -0.029
N 2.004 1.053 -0.082
H -3.621 -0.343 -0.038
H -2.949 1.360 -0.007
H -1.368 -1.256 -0.059
H -0.503 1.707 -0.010
H 2.370 -1.396 -0.129
H 0.814 -1.784 -0.861
H 0.973 -1.754 0.895
H 1.795 2.020 0.114
H 2.872 0.731 0.315
*
```

---

C5H9N as an isolated structure. Source: the OMol25 dataset; level of theory: wB97M-V/def2-TZVPD.

The relative energy (zero: lowest compared OMol25 entry of this formula, charge and spin) is 122.2 kcal per mole. The lowest unoccupied orbital energy comes out at -0.563 eV.

```
! wB97M-V def2-TZVPD RIJCOSX def2/J DEFGRID3
* xyz 0 1
C -0.993 -1.460 -0.554
C 0.107 -0.838 0.452
C 0.203 0.537 -0.185
C 0.964 0.945 -1.282
C 0.019 1.512 1.463
N -0.790 1.411 0.426
H -1.965 -0.961 -0.484
H -0.471 -1.319 -1.563
H -1.083 -2.604 -0.454
H 0.971 -1.489 0.505
H -0.347 -0.813 1.500
H 0.640 1.612 -2.061
H 1.872 0.492 -1.575
H 1.007 1.990 1.394
H -0.134 0.986 2.419
*
```

---

C5H9N as an isolated structure. Source: the OMol25 dataset; level of theory: wB97M-V/def2-TZVPD.

The relative energy (zero: lowest compared OMol25 entry of this formula, charge and spin) is 76.2 kcal per mole. The lowest unoccupied orbital energy comes out at 1.071 eV.

```
! wB97M-V def2-TZVPD RIJCOSX def2/J DEFGRID3
* xyz 0 1
C 1.124 0.220 0.279
C -0.126 -1.121 -0.263
C -0.999 -0.046 0.585
C 2.573 0.566 0.128
C -2.032 0.751 -0.211
N 0.166 0.890 0.672
H -0.338 -1.239 -1.318
H -0.165 -2.095 0.140
H -1.314 -0.377 1.631
H 2.708 1.658 0.303
H 3.062 0.266 -0.821
H 2.954 -0.008 0.882
H -2.028 0.184 -1.197
H -1.566 1.780 -0.192
H -3.063 0.785 0.222
*
```